Entry from the Open Molecules 2025 dataset: a structure of composition C17H29N2O3PPt at a distorted geometry (ωB97M-V with the def2-TZVPD basis set).

Geometry as XYZ:
```
53
Properties=species:S:1:pos:R:3:forces:R:3:lowdin_charge:R:1
Pt -0.454 -0.408 0.958 0.1677 0.1065 -0.3783 1.10
C 1.121 0.530 1.689 4.0912 2.6328 3.6399 -0.24
O 1.993 0.948 2.322 -2.7532 -1.7570 -2.4015 0.25
C -0.366 -1.966 2.159 0.1817 -4.2746 2.7405 -0.17
O -0.363 -2.906 2.819 -0.0017 3.3244 -2.2373 0.27
C -2.192 -0.928 0.210 -6.3007 -1.6323 -1.1916 -0.21
O -3.233 -1.344 -0.073 4.1712 1.4008 0.8845 0.24
C 2.495 -1.325 -0.652 2.1410 -2.7040 -0.4826 -0.46
P 0.731 -0.872 -0.957 0.5587 1.5167 -1.2414 0.99
H 0.790 0.454 -2.925 0.0405 0.0770 0.1300 0.13
H 2.954 -0.402 -0.263 -0.6111 0.7670 -0.1097 0.14
C 0.100 -2.087 -2.199 -0.1693 -3.2803 -2.0289 -0.44
H 0.931 -2.165 -2.918 0.2258 0.3079 0.2916 0.13
C 3.248 -1.724 -1.926 -0.7668 0.5507 -0.0008 -0.03
H 3.141 -1.001 -2.742 0.1255 0.0145 0.1202 0.10
H 2.941 -2.711 -2.290 0.1882 -0.0766 0.1748 0.12
H 4.320 -1.791 -1.695 0.1311 -0.0576 -0.0195 0.15
C 2.656 -2.416 0.410 -0.8396 0.4566 -0.1390 -0.04
H 2.304 -3.390 0.050 0.2707 -0.0084 0.1218 0.10
C -0.582 1.522 -1.635 0.2121 -0.1537 -0.1146 -0.09
H 2.128 -2.173 1.336 0.1874 -0.0803 0.0019 0.05
H 3.724 -2.510 0.649 0.0127 -0.0845 -0.0888 0.15
C 1.959 1.603 -1.545 0.3676 0.1431 0.0925 -0.05
H -0.779 1.651 -0.556 -0.0499 0.1773 -0.1261 0.02
H -0.491 2.520 -2.086 -0.1456 -0.3124 0.1753 0.08
H -1.450 1.018 -2.066 0.0140 0.1021 0.0133 0.09
C 0.728 0.741 -1.864 -0.1548 -0.0641 -0.2423 -0.49
H 1.846 2.589 -2.016 -0.0084 -0.2974 0.0713 0.12
H 2.891 1.165 -1.925 -0.2462 0.1236 0.0917 0.10
H 2.078 1.769 -0.466 0.0054 0.0810 -0.0870 0.07
C -1.128 -1.615 -2.985 -0.1135 1.6131 0.7826 -0.02
H -1.992 -1.454 -2.335 -0.1337 -0.1206 -0.3394 0.08
H -1.392 -2.400 -3.705 0.1897 -0.2490 0.1249 0.15
H -0.933 -0.699 -3.554 -0.1032 -0.2382 0.0900 0.10
C -0.120 -3.482 -1.606 0.4507 0.9138 0.8753 -0.02
H -0.862 -3.476 -0.801 -0.1165 -0.0896 -0.1579 0.09
H 0.802 -3.932 -1.220 -0.1380 -0.1026 -0.2234 0.09
H -0.501 -4.143 -2.396 0.0864 -0.0744 -0.1064 0.15
H -0.557 4.728 -1.641 -0.0985 0.1266 0.1877 0.03
H -0.991 4.951 -1.072 0.1025 -0.0666 -0.1691 0.04
N -0.573 3.022 1.783 -1.0480 -0.5747 1.2418 0.29
C -1.473 2.384 2.576 1.3669 0.6896 -1.2356 -0.28
C -2.181 3.125 3.550 -0.2385 0.4931 0.4751 0.12
C -3.083 2.456 4.348 -0.2961 -0.3351 0.2409 0.07
C -3.297 1.079 4.155 -0.3018 0.5834 0.4625 0.11
C -2.575 0.423 3.150 1.0111 0.5817 -0.7314 -0.04
N -1.657 1.056 2.402 -1.1397 -0.8495 0.6517 0.00
H 0.056 2.555 1.149 -0.2555 0.0153 -0.1077 0.07
H -0.415 4.014 1.895 -0.0288 0.2954 0.0723 0.16
H -1.954 4.191 3.656 -0.2826 -0.3057 0.0984 0.17
H -3.627 2.974 5.127 -0.0253 0.0959 0.0343 0.16
H -3.990 0.494 4.761 0.0752 0.3171 -0.0585 0.16
H -2.731 -0.641 2.959 -0.0082 0.2824 0.1319 0.12
```
Forces are in eV/Å.

Values from the calculation:
Calculated total energy = -1459.20314 a.u.
Highest occupied orbital energy (alpha / beta) = -20.920 / -23.744 eV
Charge = +4
Frontier orbital gap (alpha / beta) = 7.36 / 4.90 eV
Multiplicity = 5
Energy relative to the best compared isomer or geometry (same formula, charge and spin) = 0.0 kJ/mol


Entry from the Open Molecules 2025 dataset: the molecule C3H2ClNO2 at a distorted geometry (ωB97M-V with the def2-TZVPD basis set).

Geometry as XYZ:
```
9
Properties=species:S:1:pos:R:3:forces:R:3:lowdin_charge:R:1
C -2.648 0.653 -1.050 3.3057 -0.0055 -1.5070 -0.34
C -1.888 -0.048 -2.125 0.4736 1.0822 -0.4974 -0.36
C 0.388 0.646 -0.401 -1.2031 -1.3659 -2.8236 -0.52
N -1.245 0.383 -0.978 0.8770 -2.3832 1.7502 0.04
O -3.510 1.164 -0.460 -2.7931 0.9192 1.2380 0.19
O -1.743 -0.527 -3.220 -0.4730 -0.3359 0.0535 0.15
Cl 0.406 2.008 0.629 0.2585 -0.2496 0.2111 0.63
H 0.916 0.805 -1.415 -0.5453 -0.2050 1.9258 0.09
H 0.492 -0.438 0.019 0.0996 2.5438 -0.3506 0.11
```
Forces are in eV/Å.

Values from the calculation:
Calculated total energy = -780.68979 a.u.
Highest occupied orbital energy (alpha / beta) = -5.637 / -10.653 eV
Charge = 0
Frontier orbital gap (alpha / beta) = 6.02 / 7.20 eV
Multiplicity = 3
Energy relative to the best compared isomer or geometry (same formula, charge and spin) = 268.6 kJ/mol


Entry from the Open Molecules 2025 dataset: a structure of composition C7H10CaClNO4 at a distorted geometry (ωB97M-V with the def2-TZVPD basis set).

Geometry as XYZ:
```
24
Properties=species:S:1:pos:R:3:forces:R:3:lowdin_charge:R:1
C 0.222 -0.373 -2.325 -0.0478 0.0054 -0.3046 -0.28
C -1.127 -0.286 -1.852 0.1778 -0.1971 -0.3762 -0.30
C -1.432 -1.505 -1.189 -0.0164 -0.1083 -0.0728 -0.23
C -0.281 -2.348 -1.267 -0.3736 -0.1762 0.0084 -0.22
C 0.734 -1.664 -1.969 -0.4629 0.6817 -0.2212 -0.22
Ca 0.385 0.339 0.298 0.9828 -4.1244 -2.9303 1.25
N 3.718 0.518 -1.582 -0.2292 0.4874 0.5719 -0.38
C -0.147 2.203 1.114 2.8953 3.8891 2.3746 -0.49
C -1.341 2.191 0.467 -2.4209 0.1738 -0.6770 -0.30
H -2.414 -1.783 -0.768 0.7251 0.2488 -0.1157 0.07
H -1.823 0.548 -2.029 0.4638 -0.4742 0.2267 0.07
H -0.232 -3.394 -0.910 0.0295 0.7854 -0.1103 0.07
H 1.699 -2.058 -2.282 -0.1633 0.2572 0.3873 0.07
H 0.766 0.411 -2.899 -0.4167 -0.7783 0.6006 0.08
H -1.397 2.667 -0.511 -0.1514 0.1241 0.1856 0.02
H 0.138 1.655 2.037 -0.8017 1.2914 -0.4195 -0.01
H 3.939 1.390 -1.039 0.0224 -0.3373 -0.2885 -0.38
H -2.276 2.107 1.019 -0.1641 -0.4203 -0.2900 0.01
H 0.587 2.984 0.801 -0.0567 -0.6171 0.2973 0.04
O 0.586 0.467 3.650 -0.3249 -1.1444 0.0741 -0.37
Cl 0.059 -0.738 3.025 -0.6019 0.6558 -1.9617 0.71
O 1.098 -1.278 2.088 -1.1018 0.4960 1.4211 -0.44
O -0.356 -1.701 4.003 0.2689 0.1273 -0.2923 -0.34
O -1.104 -0.355 2.120 1.7676 -0.8455 1.9125 -0.44
```
Forces are in eV/Å.

Values from the calculation:
Calculated total energy = -1765.80414 a.u.
Highest occupied orbital energy (alpha / beta) = 0.143 / 1.058 eV
Charge = -2
Frontier orbital gap (alpha / beta) = 5.35 / 4.46 eV


- Among the records above, which one has the lowest charge?
  C7H10CaClNO4


Copy entry 3 word for word.
Entry from the Open Molecules 2025 dataset: a structure of composition C7H10CaClNO4 at a distorted geometry (ωB97M-V with the def2-TZVPD basis set).

Geometry as XYZ:
```
24
Properties=species:S:1:pos:R:3:forces:R:3:lowdin_charge:R:1
C 0.222 -0.373 -2.325 -0.0478 0.0054 -0.3046 -0.28
C -1.127 -0.286 -1.852 0.1778 -0.1971 -0.3762 -0.30
C -1.432 -1.505 -1.189 -0.0164 -0.1083 -0.0728 -0.23
C -0.281 -2.348 -1.267 -0.3736 -0.1762 0.0084 -0.22
C 0.734 -1.664 -1.969 -0.4629 0.6817 -0.2212 -0.22
Ca 0.385 0.339 0.298 0.9828 -4.1244 -2.9303 1.25
N 3.718 0.518 -1.582 -0.2292 0.4874 0.5719 -0.38
C -0.147 2.203 1.114 2.8953 3.8891 2.3746 -0.49
C -1.341 2.191 0.467 -2.4209 0.1738 -0.6770 -0.30
H -2.414 -1.783 -0.768 0.7251 0.2488 -0.1157 0.07
H -1.823 0.548 -2.029 0.4638 -0.4742 0.2267 0.07
H -0.232 -3.394 -0.910 0.0295 0.7854 -0.1103 0.07
H 1.699 -2.058 -2.282 -0.1633 0.2572 0.3873 0.07
H 0.766 0.411 -2.899 -0.4167 -0.7783 0.6006 0.08
H -1.397 2.667 -0.511 -0.1514 0.1241 0.1856 0.02
H 0.138 1.655 2.037 -0.8017 1.2914 -0.4195 -0.01
H 3.939 1.390 -1.039 0.0224 -0.3373 -0.2885 -0.38
H -2.276 2.107 1.019 -0.1641 -0.4203 -0.2900 0.01
H 0.587 2.984 0.801 -0.0567 -0.6171 0.2973 0.04
O 0.586 0.467 3.650 -0.3249 -1.1444 0.0741 -0.37
Cl 0.059 -0.738 3.025 -0.6019 0.6558 -1.9617 0.71
O 1.098 -1.278 2.088 -1.1018 0.4960 1.4211 -0.44
O -0.356 -1.701 4.003 0.2689 0.1273 -0.2923 -0.34
O -1.104 -0.355 2.120 1.7676 -0.8455 1.9125 -0.44
```
Forces are in eV/Å.

Values from the calculation:
Calculated total energy = -1765.80414 a.u.
Highest occupied orbital energy (alpha / beta) = 0.143 / 1.058 eV
Charge = -2
Frontier orbital gap (alpha / beta) = 5.35 / 4.46 eV


Copy entry 3 word for word.
Entry from the Open Molecules 2025 dataset: a structure of composition C7H10CaClNO4 at a distorted geometry (ωB97M-V with the def2-TZVPD basis set).

Geometry as XYZ:
```
24
Properties=species:S:1:pos:R:3:forces:R:3:lowdin_charge:R:1
C 0.222 -0.373 -2.325 -0.0478 0.0054 -0.3046 -0.28
C -1.127 -0.286 -1.852 0.1778 -0.1971 -0.3762 -0.30
C -1.432 -1.505 -1.189 -0.0164 -0.1083 -0.0728 -0.23
C -0.281 -2.348 -1.267 -0.3736 -0.1762 0.0084 -0.22
C 0.734 -1.664 -1.969 -0.4629 0.6817 -0.2212 -0.22
Ca 0.385 0.339 0.298 0.9828 -4.1244 -2.9303 1.25
N 3.718 0.518 -1.582 -0.2292 0.4874 0.5719 -0.38
C -0.147 2.203 1.114 2.8953 3.8891 2.3746 -0.49
C -1.341 2.191 0.467 -2.4209 0.1738 -0.6770 -0.30
H -2.414 -1.783 -0.768 0.7251 0.2488 -0.1157 0.07
H -1.823 0.548 -2.029 0.4638 -0.4742 0.2267 0.07
H -0.232 -3.394 -0.910 0.0295 0.7854 -0.1103 0.07
H 1.699 -2.058 -2.282 -0.1633 0.2572 0.3873 0.07
H 0.766 0.411 -2.899 -0.4167 -0.7783 0.6006 0.08
H -1.397 2.667 -0.511 -0.1514 0.1241 0.1856 0.02
H 0.138 1.655 2.037 -0.8017 1.2914 -0.4195 -0.01
H 3.939 1.390 -1.039 0.0224 -0.3373 -0.2885 -0.38
H -2.276 2.107 1.019 -0.1641 -0.4203 -0.2900 0.01
H 0.587 2.984 0.801 -0.0567 -0.6171 0.2973 0.04
O 0.586 0.467 3.650 -0.3249 -1.1444 0.0741 -0.37
Cl 0.059 -0.738 3.025 -0.6019 0.6558 -1.9617 0.71
O 1.098 -1.278 2.088 -1.1018 0.4960 1.4211 -0.44
O -0.356 -1.701 4.003 0.2689 0.1273 -0.2923 -0.34
O -1.104 -0.355 2.120 1.7676 -0.8455 1.9125 -0.44
```
Forces are in eV/Å.

Values from the calculation:
Calculated total energy = -1765.80414 a.u.
Highest occupied orbital energy (alpha / beta) = 0.143 / 1.058 eV
Charge = -2
Frontier orbital gap (alpha / beta) = 5.35 / 4.46 eV


- The lowest calculated total energy belongs to which entry?
  C7H10CaClNO4